Model A:
Below is an isolated ion of composition C2H3O2S2 and charge -1, with properties calculated with ωB97M-V/def2-TZVPD.

Values from the calculation:
Molecular weight in g mol⁻¹: 123.178
Orbital gap in eV: 5.722
Total charge: -1
LUMO energy in eV: 3.2

Last column: Mulliken charge in e.
Atoms and positions in Å:
C1 0.842 0.035 -0.281  -0.92
C2 -0.299 -0.515 0.474  0.40
O1 -1.707 1.538 -0.378  -0.51
O2 -1.359 -1.109 -0.247  -0.40
S1 2.412 0.763 0.402  -0.66
S2 -1.808 0.393 0.524  0.35
H1 1.207 -0.820 -0.934  0.17
H2 0.572 0.877 -0.830  0.22
H3 0.139 -1.162 1.270  0.35

---

Model B:
Below is a 2-piece molecular cluster, C2H3O2S2 overall, with properties calculated with ωB97M-V/def2-TZVPD.

Values from the calculation:
Molecular weight in g mol⁻¹: 123.178
Orbital gap (alpha / beta) in eV: 5.610 / 6.800
Total charge: -1
LUMO energy (alpha / beta) in eV: 3.3 / 3.4

Last column: Mulliken charge in e.
Atoms and positions in Å:
C1 -0.273 -0.248 1.634  -0.20
C2 0.253 -0.752 0.323  -0.60
O1 0.758 2.157 -2.038  -0.54
O2 0.081 0.193 -3.310  -0.54
S1 -0.912 -1.839 1.146  -0.27
S2 -0.266 1.040 -2.109  0.54
H1 0.270 -0.183 2.630  0.26
H2 -1.180 0.590 1.522  0.11
H3 1.269 -0.956 0.201  0.22

---

Stability, descending: model A, model B

---

Model A:
Below is a 2-piece molecular cluster, C2H3O2S2 overall, with properties calculated with ωB97M-V/def2-TZVPD.

Values from the calculation:
Molecular weight in g mol⁻¹: 123.178
Orbital gap in eV: 4.610
Total charge: -1
LUMO energy in eV: 2.7

Last column: Mulliken charge in e.
Atoms and positions in Å:
C1 2.884 -0.063 -2.015  0.67
C2 0.371 1.361 -0.662  -0.94
O1 3.291 0.675 -2.795  -0.36
O2 2.741 -0.934 -1.308  -0.31
S1 -2.587 1.786 -0.162  -0.71
S2 -0.798 2.343 0.452  -0.18
H1 1.264 1.228 -0.125  0.27
H2 0.453 1.911 -1.703  0.22
H3 0.033 0.293 -0.646  0.32

---

Model B:
Below is a 2-piece molecular cluster, C2H3O2S2 overall, with properties calculated with ωB97M-V/def2-TZVPD.

Values from the calculation:
Molecular weight in g mol⁻¹: 123.178
Orbital gap (alpha / beta) in eV: 7.313 / 7.623
Total charge: -1
LUMO energy (alpha / beta) in eV: 3.5 / 3.4

Last column: Mulliken charge in e.
Atoms and positions in Å:
C1 -0.042 -0.323 -0.261  -0.28
C2 0.178 0.527 0.698  -0.59
O1 2.914 0.048 2.626  -0.53
O2 3.396 -0.109 0.213  -0.53
S1 3.277 2.588 1.281  -0.46
S2 2.806 0.662 1.302  0.69
H1 -1.016 -0.509 -0.717  0.24
H2 0.770 -0.911 -0.669  0.18
H3 -0.482 1.198 1.212  0.28

---

Stability, descending: model A, model B